Here is a molecular structure, C26H27F3N3PtS from the OMol25 dataset. Energies are from the ωB97M-V functional and the def2-TZVPD basis.

- energy relative to the best compared isomer or geometry (same formula, charge and spin) (eV) = 0.636
- orbital gap (alpha / beta) (eV) = 4.0 / 5.3
- total charge = +3
- max |F| (eV/A) = 1.8

Element x y z (Å)
Pt (0.644, 0.073, 0.170)
C (-0.133, 0.330, 3.477)
C (-0.674, -1.060, 3.256)
C (-0.723, -1.947, 4.301)
C (-1.219, -3.238, 4.124)
C (-1.692, -3.673, 2.883)
C (-1.676, -2.835, 1.795)
C (-2.152, -3.331, 0.452)
C (-1.184, -1.514, 2.007)
N (-1.195, -0.631, 0.925)
C (-2.225, -0.137, 0.338)
C (-3.612, -0.196, 0.875)
C (-1.963, 0.494, -1.021)
C (-3.083, 1.105, -1.787)
N (-0.749, 0.407, -1.443)
C (-0.302, 0.578, -2.740)
C (-0.751, -0.367, -3.738)
C (-1.628, -1.552, -3.429)
C (-0.337, -0.151, -5.024)
C (0.509, 0.924, -5.331)
C (0.951, 1.823, -4.343)
C (0.587, 1.669, -3.037)
C (1.079, 2.638, -1.998)
H (-0.401, 0.678, 4.474)
H (-0.518, 1.061, 2.764)
H (0.959, 0.328, 3.418)
H (-0.382, -1.636, 5.281)
H (-1.230, -3.921, 4.964)
H (-2.065, -4.683, 2.773)
H (-1.895, -4.381, 0.332)
H (-1.703, -2.789, -0.379)
H (-3.239, -3.265, 0.364)
H (-3.649, -0.697, 1.837)
H (-4.275, -0.711, 0.174)
H (-3.997, 0.824, 0.981)
H (-3.559, 1.875, -1.174)
H (-3.851, 0.355, -2.000)
H (-2.744, 1.543, -2.720)
H (-1.688, -1.783, -2.369)
H (-1.244, -2.436, -3.937)
H (-2.640, -1.393, -3.807)
H (-0.659, -0.826, -5.809)
H (0.838, 1.062, -6.354)
H (1.584, 2.655, -4.626)
H (1.275, 3.604, -2.460)
H (2.018, 2.289, -1.563)
H (0.360, 2.799, -1.193)
F (5.356, -0.920, 0.760)
C (5.623, 0.283, 1.319)
F (6.133, 0.081, 2.520)
F (6.516, 0.901, 0.566)
C (4.337, 1.075, 1.397)
C (4.281, 2.354, 1.950)
C (3.076, 3.054, 1.997)
C (1.930, 2.481, 1.493)
N (2.008, 1.244, 0.962)
C (3.157, 0.578, 0.921)
S (2.640, -0.919, 0.158)
H (5.186, 2.801, 2.349)
H (3.022, 4.047, 2.423)
H (0.970, 2.977, 1.502)